1.
C13H23N5PtSSe2 | wB97M-V/def2-TZVPD

HOMO (alpha / beta) = -13.8 / -13.8 eV
Total charge = +2
Relative energy (zero: lowest compared OMol25 entry of this formula, charge and spin) = 133.1 kJ/mol
Kohn-Sham gap (alpha / beta) = 0.240 / 0.240 Ha

Geometry as XYZ:
```
45
Properties=species:S:1:pos:R:3:forces:R:3
Pt 0.377 0.076 -1.076 1.8 -2.7 -1.8
C -1.247 -4.553 1.185 0.2 -0.7 -0.4
N -1.576 -3.250 1.692 0.1 0.9 -0.2
C -2.364 -2.976 2.771 -0.3 0.7 0.5
C -2.434 -1.638 2.904 -0.2 -0.6 0.3
N -1.671 -1.061 1.887 0.1 -1.3 -0.3
C -1.151 -2.095 1.140 -0.1 0.3 0.3
S -0.157 -2.158 -0.217 0.9 1.0 -0.6
C -1.532 0.319 1.722 0.1 1.7 -0.1
C -2.076 1.178 2.689 0.1 -0.3 -0.1
C -2.011 2.544 2.521 0.2 -0.1 -0.3
C -1.389 3.050 1.384 0.0 -0.1 0.1
C -0.849 2.148 0.493 -0.3 0.7 0.3
N -0.911 0.819 0.649 -0.6 0.0 0.5
H -1.694 -5.310 1.824 0.0 0.1 0.0
H -0.164 -4.682 1.167 -0.1 0.0 0.0
H -1.629 -4.664 0.169 0.0 0.0 0.1
H -2.818 -3.745 3.363 -0.1 -0.1 0.1
H -2.981 -1.084 3.635 0.0 0.1 0.0
H -2.543 0.791 3.575 -0.1 0.0 0.1
H -2.444 3.205 3.256 0.0 0.0 0.1
H -1.328 4.111 1.205 0.0 0.1 0.0
H -0.350 2.486 -0.413 -0.1 0.1 0.3
C 1.473 3.261 -2.486 0.2 0.1 -0.2
Se 1.333 1.401 -3.076 -0.5 0.0 1.5
C 3.247 0.979 -3.003 0.1 -0.2 0.2
C 3.801 0.868 -1.597 0.0 0.1 0.2
Se 2.995 -0.620 -0.578 -1.5 0.6 -0.8
C 3.704 -0.157 1.166 -0.2 0.2 0.2
H 2.064 3.789 -3.231 0.0 0.1 0.0
H 1.941 3.339 -1.508 0.0 -0.1 0.0
H 0.477 3.696 -2.457 0.0 -0.1 0.0
H 3.748 1.793 -3.532 -0.1 -0.1 0.0
H 3.391 0.059 -3.575 -0.1 0.1 0.0
H 3.633 1.787 -1.030 0.0 -0.2 0.0
H 4.878 0.683 -1.629 -0.1 0.0 0.0
H 4.780 -0.317 1.146 0.0 0.0 -0.1
H 3.256 -0.826 1.897 0.0 0.0 -0.1
H 3.478 0.875 1.418 0.0 0.0 0.0
N -2.423 -1.314 -2.201 -0.3 -0.3 0.0
N -1.606 -0.207 -2.554 0.9 0.2 0.3
H -2.870 -1.744 -3.009 0.0 0.4 0.1
H -3.133 -1.029 -1.535 0.1 0.1 -0.1
H -2.139 0.644 -2.759 0.2 -0.2 0.0
H -1.088 -0.468 -3.394 -0.2 0.1 0.2
```
Forces are in eV/Å.

---

2.
C4H7N2S | wB97M-V/def2-TZVPD

HOMO = -13.6 eV
Total charge = +1
Relative energy (zero: lowest compared OMol25 entry of this formula, charge and spin) = 137.6 kJ/mol
Kohn-Sham gap = 0.307 Ha

Geometry as XYZ:
```
14
Properties=species:S:1:pos:R:3:forces:R:3
C 0.763 1.036 0.009 -0.2 0.3 0.1
C -0.596 1.140 -0.163 0.3 0.0 0.0
C -1.263 -1.193 -0.090 -0.3 -1.1 0.2
C 1.572 0.017 -0.478 0.3 0.0 0.0
N -1.460 0.139 -0.413 -0.2 0.8 -0.3
N -0.122 -1.709 -0.007 0.3 0.1 -0.1
S 3.180 -0.237 -0.053 0.0 0.0 0.0
H 1.235 1.852 0.544 0.0 0.0 -0.1
H -1.058 2.107 0.008 -0.1 -0.1 0.0
H -2.210 -1.705 0.099 0.1 0.0 0.0
H 1.249 -0.602 -1.299 0.1 0.1 0.0
H -2.426 0.411 -0.559 0.2 -0.1 0.1
H -0.062 -2.663 0.326 -0.4 -0.1 0.1
H 3.247 0.637 0.972 -0.1 0.0 -0.1
```
Forces are in eV/Å.

---

3.
C5H7N3O | wB97M-V/def2-TZVPD

HOMO = -8.3 eV
Relative energy (zero: lowest compared OMol25 entry of this formula, charge and spin) = 277.9 kJ/mol
Kohn-Sham gap = 0.326 Ha
SMILES string = CC(=O)Nc1ncc[nH]1

Geometry as XYZ:
```
16
Properties=species:S:1:pos:R:3:forces:R:3
C -1.303 -0.051 2.944 0.5 -10.2 0.6
C -0.392 -0.265 1.805 -2.1 0.8 -3.1
O 0.596 -0.917 1.831 3.0 -1.6 0.5
N -0.851 0.231 0.572 -2.5 3.8 0.4
C -0.060 0.324 -0.681 -5.8 0.1 2.7
N -0.685 0.617 -1.801 1.1 0.5 -0.1
C 0.309 0.396 -2.732 0.9 1.5 -2.8
C 1.426 -0.094 -2.065 4.1 -0.5 -5.3
N 1.142 -0.148 -0.776 2.3 -2.1 4.4
H -1.404 0.877 2.977 -0.9 8.2 1.7
H -0.766 -0.699 3.826 -1.8 2.2 -1.8
H -2.334 -0.483 2.639 1.7 0.4 0.8
H -1.753 1.055 0.696 3.9 -3.4 -1.0
H 0.286 0.863 -3.950 -0.1 -1.9 4.2
H 2.538 -0.331 -2.537 -3.3 0.6 1.6
H 1.540 -0.699 0.113 -0.8 1.6 -2.6
```
Forces are in eV/Å.

---

4.
C5H9NO | wB97M-V/def2-TZVPD

HOMO = -8.0 eV
Relative energy (zero: lowest compared OMol25 entry of this formula, charge and spin) = 304.7 kJ/mol
Kohn-Sham gap = 0.323 Ha

Geometry as XYZ:
```
16
Properties=species:S:1:pos:R:3:forces:R:3
C 1.637 1.270 0.898 0.0 0.0 0.0
C 1.930 0.992 -0.558 -0.5 -0.2 0.0
N 0.917 0.476 -1.228 0.3 0.0 0.1
C -0.459 0.162 -0.809 -0.2 0.1 0.1
C -0.603 -1.149 -0.038 0.0 0.0 0.0
C -2.013 -1.322 0.481 -0.2 0.2 0.0
O -2.899 -0.523 0.289 0.3 -0.3 0.1
H 0.746 0.820 1.363 0.1 0.1 -0.1
H 2.518 0.975 1.479 -0.2 0.1 -0.1
H 1.557 2.362 1.015 0.1 -0.2 -0.1
H -0.854 0.985 -0.209 0.0 -0.1 -0.1
H 1.081 0.298 -2.212 0.1 0.0 0.2
H -1.079 0.110 -1.708 0.1 0.1 0.1
H 0.082 -1.191 0.819 -0.1 0.0 -0.1
H -0.352 -2.023 -0.657 0.0 0.1 0.1
H -2.209 -2.240 1.074 0.1 0.1 -0.1
```
Forces are in eV/Å.